{
  "formula": "C34H87N13O9",
  "method": "ωB97M-V with the def2-TZVPD basis set",
  "mol_weight_g_mol": 822.2,
  "lumo_ev": 0.1,
  "max_force_ev_per_a": 6.211,
  "homo_energy_ev": -7.974,
  "total_charge": 0,
  "smiles": "CC1(C)CCCC(C)(C)N1O.CC1(C)CCCC(C)(C)N1O.COC[C@H](C)N.COC[C@H](C)N.COC[C@H](C)N.NC(N)=O.NC(N)=O.NC(N)=O.NC(N)=O",
  "gap_ha": 0.295,
  "elements": ["C", "C", "C", "C", "C", "C", "C", "C", "C", "N", "O", "H", "H", "H", "H", "H", "H", "H", "H", "H", "H", "H", "H", "H", "H", "H", "H", "H", "H", "H", "C", "C", "C", "C", "C", "C", "C", "C", "C", "N", "O", "H", "H", "H", "H", "H", "H", "H", "H", "H", "H", "H", "H", "H", "H", "H", "H", "H", "H", "H", "C", "O", "C", "C", "C", "N", "H", "H", "H", "H", "H", "H", "H", "H", "H", "H", "H", "C", "O", "C", "C", "C", "N", "H", "H", "H", "H", "H", "H", "H", "H", "H", "H", "H", "C", "O", "C", "C", "C", "N", "H", "H", "H", "H", "H", "H", "H", "H", "H", "H", "H", "N", "C", "N", "O", "H", "H", "H", "H", "N", "C", "N", "O", "H", "H", "H", "H", "N", "C", "N", "O", "H", "H", "H", "H", "N", "C", "N", "O", "H", "H", "H", "H"],
  "positions_angstrom": [[-0.629, -4.501, -2.048], [-1.339, -5.874, -2.177], [-2.731, -5.636, -2.854], [-0.589, -6.768, -3.161], [0.733, -7.250, -2.633], [0.534, -8.049, -1.388], [-0.184, -7.250, -0.273], [-0.715, -8.290, 0.770], [0.839, -6.384, 0.511], [-1.343, -6.535, -0.819], [-2.183, -5.840, 0.055], [0.428, -4.496, -1.782], [-0.712, -3.959, -2.991], [-1.149, -3.961, -1.257], [-2.669, -5.040, -3.765], [-3.262, -6.559, -3.088], [-3.431, -5.134, -2.186], [-1.191, -7.632, -3.444], [-0.520, -6.223, -4.103], [1.338, -7.816, -3.341], [1.387, -6.391, -2.489], [1.492, -8.409, -1.012], [-0.024, -8.945, -1.660], [-1.025, -7.831, 1.709], [0.059, -8.999, 1.061], [-1.582, -8.896, 0.510], [1.447, -5.708, -0.091], [1.582, -7.026, 0.984], [0.385, -5.772, 1.289], [-2.868, -6.471, 0.288], [-2.508, -2.005, 4.689], [-2.656, -0.418, 4.398], [-1.238, -0.122, 3.798], [-3.719, -0.305, 3.223], [-4.175, 1.101, 3.060], [-4.554, 1.665, 4.423], [-3.584, 1.695, 5.620], [-2.668, 2.893, 5.295], [-4.374, 1.813, 6.961], [-2.836, 0.373, 5.640], [-1.716, 0.169, 6.479], [-3.430, -2.582, 4.624], [-1.679, -2.443, 4.132], [-2.245, -2.264, 5.715], [-1.045, -0.684, 2.884], [-1.329, 0.909, 3.456], [-0.304, -0.284, 4.335], [-3.251, -0.395, 2.242], [-4.468, -1.086, 3.347], [-3.319, 1.706, 2.759], [-5.012, 1.067, 2.363], [-5.514, 1.207, 4.663], [-4.740, 2.684, 4.084], [-1.771, 3.038, 5.897], [-3.183, 3.825, 5.063], [-2.239, 2.699, 4.312], [-5.125, 2.603, 6.955], [-3.861, 2.089, 7.882], [-4.769, 0.849, 7.283], [-2.112, -0.565, 6.955], [7.297, -3.865, 0.875], [6.375, -2.837, 1.169], [6.316, -2.450, 2.558], [5.716, -1.037, 2.616], [6.607, 0.124, 2.197], [5.028, -0.747, 3.832], [6.884, -4.164, -0.088], [7.221, -4.799, 1.431], [8.313, -3.472, 0.820], [5.892, -3.215, 3.208], [7.311, -2.388, 3.000], [4.978, -1.192, 1.829], [6.292, 1.139, 2.438], [6.728, 0.078, 1.114], [7.648, -0.041, 2.476], [5.638, -0.724, 4.637], [4.384, -1.446, 4.173], [4.631, 8.586, 3.423], [5.167, 7.573, 2.616], [5.674, 7.743, 1.393], [4.526, 7.621, 0.375], [4.015, 6.161, 0.056], [5.103, 7.830, -0.960], [4.211, 8.159, 4.334], [3.975, 9.381, 3.068], [5.450, 9.254, 3.690], [6.249, 8.669, 1.368], [6.409, 6.970, 1.169], [3.763, 8.284, 0.784], [3.600, 5.459, 0.780], [4.813, 5.503, -0.288], [3.347, 6.052, -0.799], [5.560, 8.714, -1.135], [4.555, 7.584, -1.773], [-9.495, 0.771, -3.234], [-8.443, 1.500, -3.895], [-7.127, 0.923, -3.888], [-6.093, 1.651, -4.613], [-6.467, 2.288, -6.004], [-4.746, 0.966, -4.744], [-10.466, 1.267, -3.236], [-9.164, 0.518, -2.227], [-9.669, -0.169, -3.757], [-6.768, 0.665, -2.891], [-6.982, -0.081, -4.286], [-5.810, 2.445, -3.922], [-5.572, 2.658, -6.505], [-7.226, 3.070, -6.020], [-6.986, 1.480, -6.520], [-4.644, 0.137, -5.312], [-4.039, 1.599, -5.090], [-1.144, 1.747, -1.312], [0.021, 1.212, -1.193], [0.618, 1.677, -0.166], [0.524, 0.446, -1.992], [-1.424, 2.480, -0.676], [-1.782, 1.379, -2.003], [1.560, 1.400, 0.073], [0.126, 2.337, 0.419], [7.491, -1.035, -2.578], [6.535, -0.531, -3.269], [5.388, -0.669, -2.597], [6.704, 0.068, -4.336], [8.388, -0.706, -2.905], [7.402, -1.286, -1.603], [4.625, -0.161, -3.020], [5.302, -1.423, -1.929], [-1.392, 7.085, -0.872], [-1.641, 6.361, 0.231], [-0.698, 6.636, 1.115], [-2.465, 5.454, 0.285], [-0.775, 7.841, -1.134], [-2.209, 6.981, -1.456], [-0.650, 6.135, 1.991], [-0.106, 7.434, 0.935], [0.162, -1.451, -6.841], [-0.024, -0.296, -7.395], [-0.243, 0.718, -6.626], [0.107, -0.117, -8.584], [0.162, -1.516, -5.833], [0.732, -2.101, -7.364], [0.029, 0.554, -5.667], [0.041, 1.569, -7.089]],
  "mulliken_charge": [-1.6726, 1.5311, -1.8731, -1.3751, -0.6490, -1.1361, 1.5542, -1.9646, -1.7355, 0.4077, -0.4699, 0.2545, 0.4166, 0.3989, 0.3829, 0.4354, 0.4004, 0.3411, 0.5036, 0.3738, 0.3169, 0.4998, 0.3392, 0.4334, 0.3975, 0.4328, 0.3026, 0.4332, 0.3832, 0.3361, -1.5813, 1.1367, -1.7218, -0.9542, -0.5793, -1.3046, 1.5679, -1.5693, -1.7948, 0.3941, -0.4552, 0.3548, 0.3453, 0.3763, 0.4946, 0.2839, 0.3156, 0.2592, 0.4119, 0.1959, 0.4064, 0.3456, 0.4654, 0.3303, 0.4322, 0.3242, 0.3600, 0.3645, 0.4124, 0.3811, -0.8105, -0.2370, -0.8187, 0.6338, -1.2129, -0.7188, 0.2322, 0.3616, 0.3159, 0.3385, 0.3227, 0.1796, 0.3830, 0.2249, 0.3030, 0.2358, 0.2601, -0.7947, -0.3165, -0.7668, 0.7779, -1.5441, -0.5952, 0.2652, 0.3384, 0.3284, 0.3681, 0.3276, 0.1180, 0.3561, 0.4108, 0.3443, 0.1828, 0.1985, -0.7050, -0.3080, -0.7449, 0.5719, -1.2750, -0.6100, 0.2413, 0.2914, 0.3014, 0.3935, 0.3138, 0.1074, 0.3735, 0.3004, 0.3149, 0.2046, 0.2309, -0.3064, 0.7723, -0.3203, -0.7437, 0.1146, 0.1742, 0.2048, 0.0990, -0.3922, 0.6323, -0.3568, -0.6740, 0.2268, 0.2081, 0.1714, 0.1920, -0.4161, 0.6455, -0.3397, -0.6573, 0.1849, 0.2287, 0.2022, 0.1537, -0.3776, 0.6324, -0.3994, -0.6736, 0.1764, 0.2231, 0.1777, 0.2464]
}